# 1
The following is a quantum chemistry calculation of a cluster of 3 separate species, C13H11Cl4FO2 in total, from OMol25.

ORCA input file:
```
! RIJCOSX wB97M-V def2-TZVPD def2/J DEFGRID3
* xyz 0 1
F -0.38740 1.61529 3.57610
C -0.17867 2.79985 4.18303
C -0.29422 3.96215 3.44443
C -0.13876 5.17418 4.09656
C 0.16421 5.21036 5.45464
C 0.35151 4.02678 6.15127
C 0.20148 2.80555 5.50780
H -0.55011 3.94459 2.39421
H -0.29262 6.10664 3.56994
H 0.25716 6.16140 5.96184
H 0.62364 4.03969 7.19853
H 0.27927 1.85920 6.02647
C 1.25738 -2.95137 -3.54736
C 0.28990 -2.20508 -4.22484
C -0.85174 -2.83567 -4.68710
C -1.01239 -4.19771 -4.46600
C -0.05872 -4.92414 -3.78081
C 1.09955 -4.30880 -3.33073
O 2.01359 -5.07058 -2.63496
O -1.76603 -2.09276 -5.37659
H 2.15796 -2.43402 -3.23205
H 0.45871 -1.14901 -4.37562
H -1.89197 -4.71405 -4.83462
H -0.21742 -5.98180 -3.61785
H 2.89882 -4.73981 -2.80335
H -2.58478 -2.58297 -5.49716
C -0.36082 0.49717 -0.23772
Cl 0.50160 0.28475 -1.75450
Cl 0.30965 -0.60351 0.97577
Cl -0.19583 2.17162 0.30880
Cl -2.08300 0.13207 -0.44813
*
```

SMILES: ClC(Cl)(Cl)Cl.Oc1ccc(O)cc1.Fc1ccccc1
Energy relative to the best compared isomer or geometry (same formula, charge and spin) in eV: 0.000
HOMO-LUMO gap in Ha: 0.316
Highest occupied orbital energy in eV: -8.20
LUMO energy in eV: 0.40

Löwdin atomic charge list, values in e, 2 entries: 0.0304, -0.2866


# 2
The following is a quantum chemistry calculation of a structure of composition C17H36LuN2O6P2S4Sb at a distorted geometry, from OMol25.

ORCA input file:
```
! RIJCOSX wB97M-V def2-TZVPD def2/J DEFGRID3
* xyz 0 1
Lu 1.50771 0.17422 -0.89877
C -3.32404 2.16292 0.08270
C -2.43356 2.30954 -1.14054
C -1.66253 3.61414 -1.12876
O -1.45245 1.24060 -1.30525
P -1.37050 -0.22708 -0.72466
O -0.23434 -0.83749 -1.47839
C -1.30641 -0.27015 1.09411
P 0.31603 -0.98771 1.63528
O 1.35916 -1.28419 0.60500
O 0.93950 -0.42388 2.93580
C 0.27001 -0.18358 4.20655
C 1.00072 -1.00156 5.25231
C 0.33215 1.30350 4.50163
O -0.37960 -2.36385 2.11147
C 0.10459 -3.71685 1.95783
C 1.43404 -3.91336 2.66522
C 0.16524 -4.11511 0.48882
O -2.73008 -1.00192 -0.91221
C -3.32245 -1.62604 -2.08417
C -4.12694 -0.58400 -2.84134
C -2.31256 -2.32788 -2.97393
H -4.14188 2.87775 0.00383
H -2.77248 2.38827 0.99549
H -3.74871 1.16071 0.14880
H -3.04956 2.25905 -2.04124
H -0.96412 3.62748 -0.29162
H -2.35955 4.44624 -1.02599
H -1.10047 3.73785 -2.05397
H -2.10018 -0.93206 1.43316
H -1.43535 0.72523 1.49935
H -0.76887 -0.51921 4.11547
H 2.06150 -0.75460 5.20621
H 0.87149 -2.06828 5.07345
H 0.61328 -0.75697 6.24165
H 1.37743 1.61241 4.53882
H -0.14381 1.50992 5.46126
H -0.16283 1.88070 3.72190
H -0.66781 -4.31032 2.45125
H 2.18597 -3.23948 2.24964
H 1.77132 -4.94213 2.53880
H 1.33596 -3.70845 3.73041
H 0.98537 -3.60172 -0.00911
H -0.77180 -3.84733 -0.00500
H 0.31419 -5.19113 0.39910
H -3.99408 -2.36515 -1.64649
H -3.46141 0.19348 -3.22313
H -4.87001 -0.12235 -2.19055
H -4.63737 -1.05175 -3.68217
H -1.68233 -1.60505 -3.49140
H -2.85013 -2.92089 -3.71296
H -1.67261 -2.99172 -2.39378
S 4.31218 3.28903 0.31258
Sb 3.47525 1.30898 1.01597
S 0.93454 1.72293 0.85729
S 3.95516 -0.33426 -0.72373
S 4.09035 0.64676 3.08433
C 3.41423 0.45797 -4.13315
C 3.00801 1.71707 -3.45271
N 2.03960 1.84145 -2.55651
C 1.98076 3.18531 -2.22918
C 2.90682 3.86424 -2.94335
N 3.55162 2.91919 -3.70408
H 3.21286 -0.39177 -3.48512
H 4.48129 0.46218 -4.35093
H 2.86357 0.32837 -5.06733
H 1.30876 3.56126 -1.48029
H 3.19656 4.89854 -2.92464
H 4.33357 3.09196 -4.30904
*
```

Energy relative to the best compared isomer or geometry (same formula, charge and spin) in eV: 0.570
HOMO-LUMO gap in Ha: 0.242
Highest occupied orbital energy in eV: -6.51
LUMO energy in eV: 0.07

Löwdin atomic charge list, values in e, 2 entries: 0.9134, -0.0418


# 3
The following is a quantum chemistry calculation of an isolated molecule of C8H17N5O3 at a distorted geometry, from OMol25.

ORCA input file:
```
! RIJCOSX wB97M-V def2-TZVPD def2/J DEFGRID3
* xyz 0 1
C 0.36035 2.31008 0.79861
C 1.46912 2.30756 -0.27470
C 1.94147 -0.14257 0.16262
C 3.13394 -1.03860 0.12471
C 0.78886 -0.84777 -0.58923
C -0.08868 -1.75815 0.18799
C -1.34139 -2.19225 -0.64447
C -2.53392 -0.22471 -0.27207
H -1.14993 2.91215 -0.37700
H -0.43805 4.17923 0.39632
H -0.03768 1.34352 1.10510
H 0.93639 2.77460 1.65891
H 2.92486 1.15920 -1.17818
H 1.67293 -0.02668 1.21525
H 1.09557 -1.39358 -1.47607
H 0.07373 -0.03991 -0.86977
H 0.41841 -2.66133 0.42105
H -0.42062 -1.28499 1.08598
H -1.02822 -2.81573 -1.47975
H -2.07333 -2.85342 0.01378
H -1.84819 -0.76650 -1.97388
H -2.89116 1.54809 0.29488
H -3.79250 -0.21016 1.36029
H -3.45172 -1.70423 0.54694
H 3.92481 -2.45920 0.99151
N -0.80608 3.22035 0.56985
N 2.20819 1.21124 -0.42654
N -2.22017 -1.17643 -1.15228
N -2.46075 1.04205 -0.45631
N -3.08535 -0.80200 0.86378
O 1.61544 3.36230 -0.90503
O 4.04290 -0.90666 -0.69248
O 3.06078 -2.06548 0.97015
*
```

SMILES: [H]/N=C(\N)NCCC[C@H](NC(=O)CN)C(=O)O
Energy relative to the best compared isomer or geometry (same formula, charge and spin) in eV: 1.599
HOMO-LUMO gap in Ha: 0.357
Highest occupied orbital energy in eV: -9.28
LUMO energy in eV: 0.44

Löwdin atomic charge list, values in e, 2 entries: -0.1968, -0.4970


# 4
The following is a quantum chemistry calculation of a structure of composition C18H20CsF9N5O4STe at a distorted geometry, from OMol25.

ORCA input file:
```
! RIJCOSX wB97M-V def2-TZVPD def2/J DEFGRID3
* xyz -1 1
Cs 0.99838 1.59859 0.83448
C -1.37591 2.56114 5.42332
Te 0.23330 1.57485 4.33760
C -0.82753 -0.27381 4.46724
H -2.25611 2.69059 4.79546
H -1.02532 3.53639 5.75989
H -1.64337 1.96471 6.29516
H -0.70852 -0.69836 5.46179
H -0.44092 -0.96005 3.72401
H -1.87658 -0.08062 4.25952
O -2.39931 0.73149 -2.89084
C -1.41249 1.46740 -2.79893
N -0.61773 1.59485 -1.72512
S 0.59338 2.61159 -1.98010
O 1.85931 1.92103 -1.90943
O 0.50109 3.75510 -1.10243
C 0.18075 3.04384 -3.66574
C 0.77289 3.88116 -4.58623
C 0.17197 3.99719 -5.83489
C -0.98781 3.28933 -6.13525
C -1.56677 2.44445 -5.19637
C -0.96511 2.32978 -3.95723
H 1.67863 4.42384 -4.34719
H 0.61433 4.64882 -6.57755
H -1.44185 3.40013 -7.11210
H -2.46710 1.88093 -5.40454
F 3.79203 -0.99477 0.88092
C 4.33441 -0.33798 1.92522
F 5.45150 -1.00989 2.27583
F 4.72548 0.86051 1.46592
C 3.26384 -0.15303 3.06482
O 2.32255 0.70004 2.67896
C 2.67154 -1.57558 3.37673
F 1.94417 -1.56407 4.50531
F 1.84956 -1.96493 2.38854
F 3.60478 -2.54621 3.51848
C 4.05731 0.33485 4.34325
F 3.25013 0.59319 5.37593
F 4.71230 1.47808 4.06241
F 4.98166 -0.54674 4.79612
C -1.10875 -2.43283 -2.91468
C -2.08291 -3.41350 -2.26401
C -1.34563 -4.47292 -1.44598
C -3.12699 -2.65809 -1.42091
N -2.56286 -2.00238 -0.26031
C -2.11287 -0.74492 -0.14501
N -1.65292 -0.58260 1.07176
N -1.84941 -1.75868 1.70418
N -2.39363 -2.61683 0.92263
H -0.45075 -2.95313 -3.61235
H -0.48268 -1.94861 -2.16204
H -1.64104 -1.64834 -3.45604
H -2.64843 -3.91803 -3.05416
H -0.71014 -4.00754 -0.69352
H -0.71071 -5.08041 -2.09299
H -2.04824 -5.12960 -0.93035
H -3.89738 -3.34376 -1.06760
H -3.58512 -1.87634 -2.02612
H -2.14240 -0.01933 -0.94549
*
```

Energy relative to the best compared isomer or geometry (same formula, charge and spin) in eV: 0.677
HOMO-LUMO gap in Ha: 0.258
Highest occupied orbital energy in eV: -4.78
LUMO energy in eV: 2.25

Löwdin atomic charge list, values in e, 2 entries: 1.2985, -0.4795